{
  "formula": "C49H68N7OSSi4Tl",
  "method": "the ωB97M-V functional and the def2-TZVPD basis",
  "energy_ev": -111437.39430,
  "total_charge": -2,
  "e_homo_ev": -0.48,
  "relative_energy_kj_mol": 70.9,
  "gap_ev": 4.21,
  "species": ["C", "H", "C", "H", "N", "H", "C", "H", "Si", "C", "Si", "Si", "H", "H", "C", "H", "C", "C", "C", "H", "C", "H", "H", "H", "H", "H", "H", "H", "H", "N", "C", "H", "H", "C", "H", "C", "C", "H", "H", "C", "H", "H", "N", "C", "C", "C", "H", "C", "S", "H", "H", "H", "C", "C", "C", "H", "H", "H", "C", "H", "H", "H", "H", "H", "H", "C", "C", "C", "H", "O", "H", "H", "C", "N", "C", "H", "C", "C", "H", "C", "C", "H", "C", "H", "C", "C", "C", "C", "C", "N", "C", "C", "H", "H", "N", "C", "N", "H", "H", "H", "H", "C", "C", "Tl", "C", "H", "H", "H", "H", "H", "H", "C", "H", "H", "C", "H", "H", "H", "H", "Si", "H", "H", "C", "C", "H", "H", "C", "C", "H", "H", "H"],
  "xyz": [[-0.67, -3.19, -0.46], [1.54, 1.48, -6.11], [-3.66, 4.34, -1.20], [2.37, 3.35, 3.74], [2.06, -0.89, -1.35], [0.18, -1.39, -2.77], [-2.97, -1.02, 1.51], [-3.45, -4.93, -1.26], [-2.07, 0.95, 2.77], [2.06, -1.89, -2.22], [-2.11, 3.31, -1.78], [1.88, 0.94, 2.58], [-2.10, -0.08, 5.08], [-3.68, -3.69, -0.04], [3.17, -0.71, -0.47], [-3.44, -0.47, 0.73], [0.08, -2.01, 3.15], [1.29, 1.49, -5.05], [4.40, -1.46, -0.88], [-3.93, -2.27, -3.61], [-0.16, -5.31, 5.92], [1.85, -0.40, -4.15], [3.79, 0.02, 3.97], [-3.94, 2.62, 2.43], [5.34, -1.18, -0.41], [-0.94, 3.20, 0.49], [5.21, -3.06, -2.01], [0.19, 3.30, -0.84], [-0.21, -4.16, -0.57], [1.71, -0.62, 1.79], [3.66, 2.70, -3.17], [-4.12, 1.31, 1.29], [3.79, -0.43, 1.51], [-0.73, 4.50, 4.19], [3.13, 3.02, 1.85], [-1.27, -1.67, 2.81], [2.96, 2.03, 1.44], [-0.64, 4.74, -0.29], [-0.72, -4.59, -3.18], [-4.97, -0.55, -4.30], [5.49, 1.59, -3.32], [2.28, -0.12, 4.85], [-2.16, -1.20, -2.00], [1.30, 3.35, 3.71], [2.86, 0.54, 4.21], [0.62, 2.23, 3.21], [-4.26, -2.74, 1.91], [-0.29, -6.35, 6.83], [2.62, 1.21, -2.58], [-3.84, 5.19, -1.85], [2.45, 2.16, 0.49], [5.14, 2.23, -1.72], [2.96, -1.01, 1.10], [0.09, -4.51, 3.65], [-0.76, 3.67, -0.47], [7.01, 3.49, -2.75], [-1.34, -3.28, -4.18], [3.24, 3.55, -2.64], [3.11, -2.77, -2.42], [-1.10, -3.15, 0.54], [-0.31, 0.04, -5.24], [2.25, -3.69, 2.97], [-5.82, 1.36, -4.82], [-1.27, 5.37, 4.55], [0.16, -4.71, 2.59], [2.29, -2.76, 2.44], [2.26, 0.60, -4.29], [-4.01, -1.20, -3.55], [-1.45, 5.34, -3.19], [1.40, 1.89, -2.12], [-3.09, 1.37, 5.07], [-2.48, 3.40, 3.81], [3.20, -2.40, 1.53], [-1.73, -0.61, 2.01], [-3.09, -0.53, -2.73], [5.61, 4.55, -2.56], [-0.03, -5.55, 4.53], [-3.38, 1.94, 1.79], [-4.47, -3.55, -1.59], [-3.17, 0.92, -2.68], [-1.58, -3.93, -3.34], [-2.90, 2.53, 1.01], [-1.48, 4.26, -3.33], [6.01, 3.89, -4.14], [-5.06, 0.83, -4.24], [1.27, -1.74, 2.53], [-4.18, 1.54, -3.45], [-2.28, -2.61, 2.90], [5.99, 3.67, -3.07], [0.97, -1.94, -3.09], [-3.34, -2.20, 2.08], [-0.06, -2.94, 5.46], [4.02, -2.99, 1.16], [0.12, -2.45, -0.49], [-0.42, -7.21, 7.60], [0.08, -3.18, 4.09], [-2.31, 1.64, -1.93], [-2.23, -3.55, 3.42], [-3.70, -0.12, 4.37], [-4.54, 3.72, -1.23], [-2.41, -4.56, -3.65], [-1.41, 3.39, 3.75], [0.65, 4.48, 4.17], [-0.33, 0.30, -0.57], [4.33, -2.48, -1.76], [0.69, -2.88, -3.34], [-0.47, 3.93, -3.56], [3.24, 0.52, -4.77], [3.11, 1.42, 4.79], [3.56, 2.87, -4.24], [3.38, 0.37, -0.47], [-0.15, 1.04, -4.84], [-2.10, 4.06, -4.20], [-0.08, -1.92, 5.80], [-3.55, -3.86, -1.10], [-0.40, 1.04, -3.78], [-0.04, -6.58, 4.18], [1.23, 5.33, 4.52], [-5.65, -1.11, -4.93], [-2.03, -2.87, -1.76], [-4.25, 2.61, -3.41], [3.94, 1.61, 1.24], [-0.16, -3.97, 6.36], [-0.77, 2.25, 3.25], [-0.26, -3.77, 7.42], [3.05, -3.54, -3.17], [5.10, 2.46, -2.78], [-2.81, 0.49, 4.49], [-0.84, 1.73, -5.34], [1.38, 2.52, -4.69], [-3.55, 4.71, -0.18]]
}